# 1
Formula: C56H117N6O12PPt2
Source: OMol25
Level of theory: ωB97M-V/def2-TZVPD

As for the LUMO energy (spin up / spin down): 0.040 / -1.608 eV. As for the HOMO energy (spin up / spin down): -7.8 / -7.8 eV. The value obtained for the energy above the lowest of the compared OMol25 structures with the same formula, charge and spin is 0.0 kJ/mol. As for the expectation value of S²: 6.0141. Its spin multiplicity is 5. Its frontier orbital gap (spin up / spin down) is 7.822 / 6.173 eV.

Geometry (Å):
Pt 1.911745 0.521420 2.724013
Pt 1.458587 2.507581 -0.514537
P 0.377936 -0.072467 0.291116
O 1.115339 0.612171 -1.029704
O -0.877538 -0.703435 -0.146023
O 0.204223 1.187193 1.234256
O 1.473171 -0.858721 1.022092
C 4.122249 3.315901 2.707957
C 3.256942 2.862933 1.617377
O 3.195591 1.610106 1.388553
O 2.649179 3.665283 0.889761
H 3.806553 3.123556 3.712304
H 4.443950 4.319991 2.532760
H 5.000125 2.670780 2.584146
C 1.760465 -5.523843 0.183055
C 3.225432 -5.265891 -0.195983
C 3.456323 -5.799778 -1.608453
C 4.767974 -5.394478 -2.212745
C 4.664380 -3.916405 -2.370923
C 4.495865 -3.158927 -0.955045
N 3.346953 -3.771196 -0.331863
O 3.124927 -3.205831 0.942752
C 5.755397 -3.142277 -0.132877
C 4.028387 -1.714786 -1.306517
C 4.216936 -5.846436 0.885517
H 1.055316 -5.119245 -0.586654
H 1.521307 -4.966268 1.095145
H 1.560037 -6.565918 0.189207
H 3.315922 -6.869638 -1.639560
H 2.605072 -5.349369 -2.149556
H 4.794511 -5.871839 -3.184978
H 5.631648 -5.737322 -1.619324
H 3.799110 -3.766347 -3.010181
H 5.496677 -3.425547 -2.915507
H 6.347183 -2.248181 -0.287905
H 5.760883 -3.107032 0.986726
H 6.409661 -3.921670 -0.468355
H 3.975336 -1.018869 -0.452554
H 4.850040 -1.296292 -1.835027
H 3.121894 -1.742329 -1.910232
H 5.254254 -5.681788 0.584527
H 4.069530 -6.956547 0.967477
H 4.044173 -5.458757 1.882491
H 2.335095 -2.639402 0.771036
C -4.473108 3.884697 1.587957
C -3.451630 3.868815 0.497825
C -3.597682 4.926364 -0.548995
C -3.232655 6.396983 -0.100274
C -1.755497 6.343299 0.313991
C -1.491082 5.292482 1.430037
N -2.079331 4.011551 0.966464
O -1.744948 2.965255 1.898947
C -0.028868 4.975145 1.483145
C -1.973838 5.768684 2.811436
C -3.434548 2.509496 -0.246299
H -5.460670 3.970567 1.100926
H -4.421979 4.754614 2.171619
H -4.361908 2.918160 2.098403
H -2.912803 4.830256 -1.365692
H -4.554865 4.800632 -1.071679
H -3.925568 6.790084 0.675353
H -3.422102 7.095808 -0.973186
H -1.251959 7.285726 0.627276
H -1.251000 5.909486 -0.529116
H 0.650201 5.834463 1.560227
H 0.205471 4.235911 2.241799
H 0.313609 4.383676 0.633153
H -1.962789 4.974322 3.574443
H -1.333465 6.570719 3.243038
H -2.963322 6.162812 2.834065
H -4.436227 2.314859 -0.481770
H -2.946394 1.731536 0.318148
H -2.835196 2.600806 -1.155761
H -1.216680 2.286199 1.425076
C -1.133993 -0.981616 5.531971
C -0.220406 0.038228 4.966223
C 0.435021 0.914273 6.057009
C 1.388234 0.181774 7.042694
C 2.452188 -0.488994 6.189563
C 1.952906 -1.407454 5.091200
N 0.903944 -0.665361 4.205145
O 0.372191 -1.723908 3.503439
C 3.186887 -1.753947 4.214958
C 1.372155 -2.692881 5.702736
C -1.110168 0.938929 4.110528
H -0.977490 -1.444271 6.513738
H -1.331325 -1.805856 4.882641
H -2.051770 -0.444035 5.747453
H 1.111498 1.659587 5.552188
H -0.419094 1.401871 6.524664
H 0.924706 -0.486327 7.743745
H 1.925159 0.963502 7.592568
H 3.258448 -1.058468 6.796817
H 2.976622 0.322091 5.725099
H 4.008015 -1.885578 4.906475
H 3.042309 -2.670307 3.605883
H 3.529616 -0.978228 3.551055
H 2.240923 -3.319901 5.929098
H 0.909384 -2.511080 6.700723
H 0.689059 -3.212487 5.011074
H -1.636778 1.588665 4.834050
H -1.698465 0.332440 3.419637
H -0.534788 1.672256 3.530194
H -0.473335 -1.446252 3.068278
C 0.093290 -2.391093 -2.932285
C -0.940323 -1.866768 -3.974516
C -1.690383 -2.993170 -4.648470
C -2.846657 -2.447787 -5.560413
C -3.764045 -1.653026 -4.661835
C -3.135411 -0.493432 -3.911946
N -1.922505 -1.000440 -3.199910
O -1.188604 0.157878 -2.835339
C -2.822190 0.597624 -4.979167
C -4.122770 0.151360 -2.928770
C -0.102969 -1.105906 -5.076065
H -0.457543 -2.833310 -2.101432
H 0.637111 -1.562767 -2.506022
H 0.846561 -3.015505 -3.408702
H -1.004623 -3.616334 -5.317881
H -2.158755 -3.668474 -3.930542
H -3.368122 -3.307696 -5.945844
H -2.363998 -1.868170 -6.365888
H -4.241345 -2.284569 -3.871797
H -4.695440 -1.430924 -5.226360
H -2.367005 1.445548 -4.538023
H -2.105943 0.298144 -5.710774
H -3.779118 0.857216 -5.519594
H -5.086037 0.374170 -3.435827
H -4.236604 -0.566959 -2.092374
H -3.619146 1.035633 -2.584688
H -0.620488 -1.099891 -6.022694
H 0.739991 -1.764561 -5.283546
H 0.315651 -0.116722 -4.956412
H -1.237886 0.257027 -1.877113
C -4.546030 -1.181320 0.571891
C -4.293541 -1.872363 2.016500
C -5.226035 -3.133929 2.116521
C -4.919501 -4.382366 1.304073
C -3.427607 -4.738898 1.643297
C -2.456032 -3.571093 1.402150
N -2.954923 -2.390509 2.176902
O -2.020198 -1.341070 2.193247
C -1.072401 -3.880779 2.036071
C -2.259005 -3.441158 -0.191872
C -4.583507 -0.848845 3.148931
H -5.548249 -0.788857 0.602467
H -4.478474 -2.035732 -0.156064
H -3.839735 -0.440381 0.409320
H -5.244543 -3.265267 3.152533
H -6.222014 -2.754973 1.894317
H -5.084229 -4.162814 0.224885
H -5.671573 -5.151455 1.550288
H -3.239887 -5.644189 1.010380
H -3.365060 -5.033111 2.670461
H -0.258575 -3.243325 1.746986
H -1.183752 -3.769458 3.157303
H -0.778494 -4.945769 1.797507
H -3.155449 -3.609340 -0.716529
H -1.988492 -2.424386 -0.285958
H -1.449364 -4.094208 -0.488582
H -3.824977 -0.120390 3.041662
H -4.513641 -1.414803 4.088484
H -5.549326 -0.393863 3.041441
H -1.642126 -1.287324 1.278175
C -0.295931 4.148230 -2.532334
C 1.034423 4.094464 -3.250183
C 1.940630 5.169721 -2.706576
C 3.333397 5.212741 -3.297851
C 3.975213 3.895625 -3.005677
C 3.147735 2.700453 -3.487007
N 1.670049 2.755750 -3.001088
O 1.011783 1.754889 -3.748446
C 3.306048 2.524773 -5.071401
C 3.703805 1.516405 -2.809897
C 0.727041 4.227107 -4.799830
H -0.065634 4.429688 -1.466558
H -0.766842 3.171603 -2.461466
H -0.985330 4.866149 -2.923421
H 1.417257 6.116202 -2.925916
H 1.917785 5.037815 -1.601519
H 3.887599 6.000293 -2.769942
H 3.250656 5.540179 -4.323447
H 4.068188 3.870805 -1.917519
H 4.948578 3.768243 -3.428876
H 4.065075 1.726761 -5.240557
H 2.396080 2.227355 -5.613992
H 3.562180 3.441105 -5.596306
H 3.301224 0.542464 -3.144949
H 4.775467 1.520913 -3.006164
H 3.597721 1.525694 -1.702328
H 1.610228 4.249212 -5.369187
H 0.156218 5.076280 -5.090041
H 0.252734 3.256249 -5.160119
H 0.429115 1.197556 -3.179123

Atoms 1-3, force components in eV/Å:
-0.509 -0.395 -0.554
-0.022 -0.522 -0.521
2.364 2.372 -1.058

---

# 2
Formula: C56H122BF4N6O6
Source: OMol25
Level of theory: ωB97M-V/def2-TZVPD

As for the LUMO energy (spin up / spin down): -3.507 / -3.590 eV. As for the HOMO energy (spin up / spin down): -6.1 / -9.8 eV. As for the charge: +2. As for the expectation value of S²: 0.7506. Its spin multiplicity is 2. Its frontier orbital gap (spin up / spin down) is 2.553 / 6.253 eV.

Geometry (Å):
C -1.503447 -8.647106 5.920955
C -0.942487 -7.940216 4.635195
C -0.756517 -6.410536 4.892795
N -0.080677 -5.611936 3.715045
C -0.979657 -5.545946 2.443115
C -0.446417 -4.477566 1.461145
C -0.374277 -3.067036 2.142635
C 0.524853 -3.081486 3.349715
C 0.077213 -4.168146 4.375065
C 1.313303 -6.219336 3.492895
H -2.530587 -8.311446 6.063865
H -0.844827 -8.554026 6.784465
H -1.605817 -9.714726 5.726515
H -1.693747 -8.021986 3.849685
H -0.013237 -8.446846 4.374615
H -0.044827 -6.284216 5.708655
H -1.748107 -5.963476 4.963465
H -1.925087 -5.265746 2.907625
H -1.114817 -6.548456 2.037165
H -1.077137 -4.379586 0.577585
H 0.583973 -4.709326 1.191555
H -1.422597 -2.800956 2.278025
H 0.016663 -2.428026 1.350845
H 0.463183 -2.115226 3.850355
H 1.584303 -3.097216 3.093915
H -0.929377 -3.923786 4.714445
H 0.703553 -4.319756 5.254155
H 1.879633 -5.444326 2.976435
H 1.193263 -7.094176 2.853885
H 1.916323 -6.453636 4.370155
C 2.060593 3.133884 6.262225
C 0.697643 3.158684 5.548615
C 0.166403 1.784754 4.961475
N -1.010847 1.840464 3.955615
C -1.514277 0.355394 3.740705
C -2.879247 0.347554 2.930575
C -3.960107 1.315134 3.360565
C -3.412327 2.709914 3.659235
C -2.107007 2.742704 4.532585
C -0.443987 2.366094 2.594015
H 2.082423 4.041114 6.866015
H 2.866853 3.119354 5.528855
H 2.189333 2.279004 6.926075
H 0.792033 3.935554 4.789885
H -0.065857 3.380554 6.294225
H -0.163207 1.101854 5.744475
H 0.986353 1.370664 4.374685
H -1.595727 -0.032466 4.756105
H -0.729417 -0.239446 3.273515
H -3.321737 -0.647016 2.986485
H -2.651727 0.322614 1.864885
H -4.494387 0.981364 4.250075
H -4.733607 1.250514 2.595305
H -4.143197 3.264134 4.248115
H -3.273647 3.256864 2.726645
H -2.382357 2.445024 5.544345
H -1.608597 3.701694 4.674085
H -1.222167 2.716104 1.915755
H 0.176783 1.657104 2.046225
H 0.057473 3.303094 2.836235
C 2.697893 5.348554 1.111535
C 3.681613 4.216434 1.637695
C 3.830393 2.979654 0.714145
N 4.460203 1.766414 1.479075
C 3.451743 1.156304 2.443015
C 3.913093 -0.126016 3.045305
C 4.232353 -1.189076 2.008495
C 5.281543 -0.647576 0.981245
C 4.935323 0.765664 0.400525
C 5.723103 2.171364 2.187515
H 3.119223 6.352744 1.064815
H 1.750423 5.410684 1.646825
H 2.533933 5.115284 0.059485
H 3.340853 3.958994 2.640545
H 4.707283 4.585374 1.639925
H 4.519473 3.227664 -0.093165
H 2.859353 2.696054 0.308245
H 2.500223 1.067884 1.918715
H 3.272563 1.866344 3.250385
H 3.205363 -0.517306 3.776135
H 4.837693 0.075174 3.586365
H 3.293273 -1.516526 1.562385
H 4.615803 -2.008716 2.616165
H 5.540543 -1.311706 0.156655
H 6.231793 -0.587226 1.511795
H 4.032463 0.764304 -0.210165
H 5.717373 1.291584 -0.147125
H 6.435193 2.646404 1.512725
H 6.171353 1.319604 2.699075
H 5.416583 2.888224 2.949265
C -3.601067 -5.667366 0.073875
C -4.187787 -4.271156 0.261055
C -4.419317 -3.550046 -1.035985
N -4.451287 -2.001366 -0.892635
C -4.850067 -1.412286 -2.302015
C -6.361887 -1.549036 -2.585525
C -7.305627 -1.247626 -1.391825
C -6.898737 -1.819276 -0.052075
C -5.440607 -1.528976 0.276745
C -3.097427 -1.359676 -0.699065
H -2.735447 -5.534156 -0.575015
H -4.268817 -6.392516 -0.391275
H -3.315507 -6.066426 1.047165
H -3.714957 -3.796086 1.120615
H -5.181417 -4.362806 0.699685
H -5.338527 -3.891076 -1.512275
H -3.576807 -3.693516 -1.712515
H -4.355137 -1.925076 -3.126745
H -4.673327 -0.337716 -2.255485
H -6.636927 -2.472486 -3.095135
H -6.545197 -0.874236 -3.421665
H -8.355427 -1.497656 -1.545145
H -7.359937 -0.161406 -1.319125
H -7.092697 -2.891876 -0.047455
H -7.608417 -1.342216 0.623845
H -5.129997 -1.995936 1.211395
H -5.178587 -0.503036 0.535405
H -3.097987 -0.278386 -0.561545
H -2.469727 -1.518376 -1.575935
H -2.654767 -1.745236 0.219365
C -0.833637 0.441904 -5.038235
C -1.809717 1.530994 -4.685575
C -1.636057 1.915554 -3.091315
N -2.696127 2.929834 -2.475355
C -2.152207 3.625254 -1.161245
C -3.044487 4.726384 -0.579795
C -3.269687 5.821574 -1.604525
C -3.776957 5.226314 -2.911555
C -2.936427 4.082894 -3.494445
C -4.072567 2.273914 -2.100405
H -0.530727 0.370304 -6.082845
H -1.336107 -0.511186 -4.873155
H -0.007427 0.309714 -4.339655
H -2.852157 1.285274 -4.888145
H -1.718407 2.454564 -5.257235
H -0.663987 2.366164 -2.890945
H -1.804427 1.074024 -2.419325
H -1.156967 4.051384 -1.287715
H -2.016647 2.759654 -0.512815
H -2.373727 5.110804 0.188595
H -3.918267 4.356564 -0.043285
H -2.288137 6.233904 -1.838275
H -3.890027 6.643544 -1.247275
H -3.745197 6.049314 -3.625525
H -4.826047 4.978764 -2.749575
H -2.026697 4.570884 -3.844245
H -3.333887 3.518594 -4.338065
H -4.283547 1.535674 -2.874075
H -4.924067 2.951134 -2.033985
H -3.877817 1.630314 -1.242525
C 4.705463 4.648544 -6.560665
C 4.644833 3.135594 -6.364125
C 4.602463 2.647974 -4.905015
N 4.710143 1.131044 -4.660445
C 4.395793 0.853614 -3.153055
C 4.235063 -0.698876 -2.900505
C 3.187613 -1.360936 -3.908225
C 3.610093 -1.048196 -5.391505
C 3.725563 0.440434 -5.560165
C 6.114773 0.605724 -4.889655
H 4.746873 4.904724 -7.619325
H 5.497443 5.230864 -6.089735
H 3.765923 5.037634 -6.168285
H 5.548533 2.728664 -6.817825
H 3.810193 2.699384 -6.912935
H 3.788043 3.065394 -4.312915
H 5.436553 3.169344 -4.435365
H 3.467623 1.328334 -2.834905
H 5.273913 1.204014 -2.610635
H 4.016773 -0.989766 -1.872965
H 5.189243 -1.224726 -2.934095
H 2.167333 -1.030746 -3.713055
H 3.122553 -2.444216 -3.806405
H 2.746453 -1.325446 -5.995955
H 4.518813 -1.548176 -5.726705
H 2.751843 0.902304 -5.396895
H 4.018053 0.573884 -6.601675
H 6.244663 -0.472416 -4.795595
H 6.860913 1.109134 -4.274875
H 6.283643 0.886864 -5.929145
B 0.558703 0.265564 -0.581485
F 1.057903 -0.330596 0.543865
F 0.732753 -0.713946 -1.597785
F -0.766177 0.575794 -0.185835
F 1.175013 1.400914 -0.938475
O 2.301163 3.593444 -2.144955
C 1.889143 4.606624 -2.957345
O 0.772223 4.523974 -3.440735
O 2.699053 5.497034 -3.253665
H 1.543473 3.024614 -1.990215
O 0.933273 -3.892196 -2.809715
C -0.193707 -4.425086 -3.061995
O -1.145407 -3.850476 -2.512955
O -0.234527 -5.415266 -3.800995
H 0.302303 -3.329956 -2.354335

Atoms 1-3, force components in eV/Å:
-0.056 0.128 -1.296
-0.288 0.592 0.947
0.529 -1.153 -1.765

---

- The lowest expectation value of S² belongs to which entry?
  C56H122BF4N6O6